No. 1
Below is 2 unconnected molecules or ions with the total composition C8H16NP in a non-equilibrium geometry, with properties calculated with wB97M-V/def2-TZVPD.

Summary:
Orbital gap, hartree: 0.3279
Energy relative to the best compared isomer or geometry (same formula, charge and spin), kcal/mol: 45.7

The geometry in XYZ format:
```
26
Properties=species:S:1:pos:R:3:forces:R:3:mulliken_charge:R:1
C 3.947 -0.083 -0.249 -1.78 -0.83 -2.84 -1.12
C 2.860 0.903 0.197 0.88 -1.35 0.67 0.08
C 2.774 0.782 1.724 -0.53 3.14 0.30 -1.24
P 1.364 0.609 -0.820 -0.77 0.40 -0.29 -0.19
C 0.986 -0.870 -0.197 -0.91 -1.58 0.78 0.40
N 0.714 -2.018 0.144 -0.63 0.45 0.53 -0.53
H 3.445 -1.140 -0.428 1.60 2.03 0.39 0.29
H 4.439 0.324 -1.178 -0.59 -0.90 0.57 0.30
H 4.673 -0.062 0.487 1.64 -0.58 1.45 0.38
H 3.189 1.881 -0.087 0.10 0.83 0.03 0.34
H 2.330 -0.163 2.032 0.15 0.11 0.26 0.34
H 2.195 1.709 2.100 0.26 -1.78 -0.28 0.30
H 3.779 1.002 2.164 -0.63 -0.80 -0.31 0.38
H 0.009 -2.289 0.895 1.24 0.88 -1.23 0.30
C -1.935 -0.012 -2.365 0.11 -0.62 -0.02 -0.87
C -2.886 -0.013 -1.473 -3.61 0.26 1.47 -0.04
C -3.001 -0.518 0.028 1.16 -1.67 -3.05 0.19
C -3.955 0.256 0.805 -2.98 0.22 -0.09 -1.42
H -1.005 -0.440 -2.153 1.46 -0.52 0.25 0.24
H -2.112 0.239 -3.386 -0.13 0.56 -0.43 0.26
H -3.859 0.438 -1.815 0.78 -0.49 0.32 0.21
H -3.228 -1.611 0.086 -0.01 0.71 -0.48 0.26
H -1.989 -0.463 0.329 1.13 0.29 1.11 0.02
H -5.063 0.043 0.580 1.67 0.45 -0.18 0.25
H -3.932 0.219 1.846 0.47 -1.19 1.99 0.46
H -3.740 1.275 0.733 -0.08 1.98 -0.93 0.40
```
Forces are in eV/Å.

---

No. 2
Below is a molecular structure, C33H48AgCl2N8OS2, with properties calculated with wB97M-V/def2-TZVPD.

Summary:
Orbital gap, hartree: 0.1902
Energy relative to the best compared isomer or geometry (same formula, charge and spin), kcal/mol: 2.7
Net charge: -1

The geometry in XYZ format:
```
95
Properties=species:S:1:pos:R:3:forces:R:3:mulliken_charge:R:1
Ag 0.816 1.253 -0.196 0.50 0.10 -0.19 0.74
C 0.233 -2.507 3.959 -0.03 0.01 0.03 -1.33
N -0.300 -1.619 2.948 0.00 -0.15 -0.06 0.96
C -1.684 -1.844 2.599 -0.04 -0.01 -0.03 -1.29
C 0.355 -0.464 2.591 0.10 0.09 0.14 -0.54
N -0.247 0.604 2.149 -0.06 0.10 -0.07 1.34
C -1.425 0.983 2.786 -0.07 -0.03 -0.04 -1.30
C -1.392 1.019 4.171 0.02 0.04 0.07 -0.41
C -2.510 1.350 4.945 0.00 0.00 0.02 -1.17
C -3.689 1.643 4.332 0.01 0.00 -0.02 -0.92
C -3.779 1.646 2.917 -0.01 0.01 0.01 1.42
C -5.037 1.942 2.340 0.00 -0.01 0.02 -0.99
C -5.172 1.965 0.985 0.01 0.01 -0.02 -1.08
C -4.064 1.724 0.168 -0.07 0.01 0.02 -0.58
C -2.797 1.432 0.669 0.03 -0.03 -0.11 -0.36
N -1.752 1.374 -0.237 -0.02 0.02 0.26 1.16
C -2.055 1.021 -1.470 -0.08 0.12 -0.21 -0.29
N -1.787 1.832 -2.514 0.08 -0.13 0.16 0.45
C -1.696 3.271 -2.304 0.04 -0.01 0.01 -0.83
C -1.369 1.338 -3.814 -0.06 0.03 -0.05 -1.06
N -2.668 -0.171 -1.758 0.18 -0.05 -0.04 0.63
C -2.626 -1.244 -0.793 -0.03 0.00 0.02 -0.75
C -3.666 -0.296 -2.795 -0.04 0.00 0.02 -1.30
C -2.638 1.353 2.105 -0.02 0.05 0.03 0.57
N 1.702 -0.491 2.773 -0.07 0.03 -0.23 0.45
C 2.516 -1.601 2.306 0.02 0.04 0.06 -0.79
C 2.393 0.737 3.140 0.03 -0.04 -0.03 -0.69
H 0.665 -3.417 3.530 -0.02 -0.02 0.00 0.23
H -0.576 -2.797 4.635 0.01 0.01 0.03 0.43
H 1.004 -1.999 4.535 0.00 -0.01 -0.01 0.39
H -2.355 -1.576 3.423 -0.01 -0.01 -0.01 0.38
H -1.833 -2.898 2.352 0.01 -0.01 0.01 0.52
H -1.952 -1.243 1.737 0.04 -0.02 0.01 -0.01
H -0.455 0.776 4.659 0.00 0.00 0.01 0.46
H -2.429 1.367 6.026 0.00 -0.01 0.01 0.37
H -4.574 1.890 4.905 -0.01 0.00 0.00 0.36
H -5.871 2.157 2.994 -0.01 0.00 0.01 0.37
H -6.126 2.206 0.530 0.00 -0.01 0.00 0.38
H -4.176 1.839 -0.903 -0.03 0.01 0.01 0.36
H -2.022 3.501 -1.294 0.00 0.01 0.00 0.22
H -0.676 3.630 -2.435 0.05 -0.03 -0.01 0.13
H -2.355 3.769 -3.024 0.02 0.00 -0.01 0.38
H -1.309 0.253 -3.790 0.04 0.00 -0.01 0.29
H -0.378 1.736 -4.042 0.00 0.00 0.02 0.34
H -2.075 1.643 -4.595 -0.02 -0.01 -0.01 0.28
H -1.657 -1.238 -0.299 0.00 0.00 -0.01 -0.23
H -2.733 -2.194 -1.323 0.01 0.00 0.00 0.58
H -3.433 -1.163 -0.054 -0.02 0.00 -0.01 0.30
H -3.769 0.641 -3.335 -0.02 0.00 0.00 0.43
H -4.634 -0.542 -2.342 0.01 0.00 0.01 0.38
H -3.409 -1.086 -3.508 0.00 0.02 0.00 0.34
H 2.991 -2.133 3.139 0.01 0.00 0.00 0.28
H 3.286 -1.225 1.632 0.02 0.04 -0.03 0.29
H 1.893 -2.293 1.743 -0.01 -0.01 -0.01 0.08
H 3.066 0.519 3.976 0.03 0.00 0.00 0.37
H 1.655 1.469 3.460 0.01 0.01 -0.01 0.13
H 2.966 1.150 2.310 0.01 0.00 -0.07 0.02
S 1.570 2.430 -2.501 -0.15 0.10 0.12 -0.42
C 3.328 2.453 -2.424 -0.05 -0.06 0.04 0.44
C 4.013 3.203 -3.390 -0.02 0.01 -0.03 -0.69
C 5.393 3.293 -3.427 0.01 -0.01 0.00 -0.53
C 6.141 2.617 -2.470 -0.01 0.02 -0.01 -0.55
C 5.486 1.873 -1.505 0.04 -0.03 0.01 -0.75
C 4.089 1.765 -1.450 -0.06 -0.01 0.01 -0.05
S 3.401 0.774 -0.174 -0.17 -0.12 0.25 -0.56
H 3.417 3.730 -4.127 0.00 0.00 0.00 0.35
H 5.879 3.887 -4.193 0.00 0.01 -0.01 0.32
H 7.224 2.674 -2.471 0.01 -0.01 0.00 0.32
H 6.057 1.346 -0.750 0.00 0.00 0.00 0.34
C 1.975 -1.006 -2.848 -0.04 -0.01 -0.10 -0.69
N 1.750 -2.368 -2.383 -0.03 -0.04 -0.03 0.53
C 2.363 -3.419 -3.170 -0.04 0.05 0.00 -0.68
C 2.534 -4.685 -2.357 -0.01 0.02 0.04 -0.76
C 1.205 -5.012 -1.704 0.00 0.02 -0.04 -0.72
N 0.785 -3.893 -0.892 0.04 -0.07 0.05 0.37
C -0.029 -4.160 0.267 -0.05 0.00 0.00 -0.72
C 0.995 -2.579 -1.271 0.42 0.02 -0.20 -0.16
O 0.543 -1.653 -0.611 -0.43 0.14 0.37 -0.17
H 3.027 -0.735 -2.748 -0.01 0.02 0.01 0.39
H 1.405 -0.295 -2.258 0.08 -0.14 -0.10 -0.35
H 1.677 -0.921 -3.897 -0.02 -0.02 -0.02 0.32
H 3.329 -3.048 -3.522 0.00 -0.03 0.02 0.36
H 1.756 -3.627 -4.063 0.02 0.00 -0.01 0.31
H 3.281 -4.523 -1.577 0.02 -0.01 -0.01 0.30
H 2.872 -5.503 -2.996 -0.02 -0.01 -0.01 0.38
H 1.283 -5.889 -1.058 0.04 0.00 0.01 0.36
H 0.458 -5.248 -2.478 -0.01 -0.02 0.01 0.28
H 0.471 -4.882 0.919 0.00 -0.02 0.01 0.47
H -1.011 -4.568 -0.005 -0.02 0.00 -0.01 0.37
H -0.176 -3.228 0.807 0.02 -0.02 -0.01 -0.29
Cl 0.786 4.182 0.652 -0.03 0.14 0.00 -0.04
C -0.166 4.338 2.121 -0.02 -0.11 0.01 0.55
Cl -1.168 5.814 2.148 0.02 -0.02 0.00 -0.23
H 0.502 4.380 2.975 -0.02 0.01 -0.02 0.33
H -0.836 3.487 2.187 0.00 0.02 0.01 -0.62
```
Forces are in eV/Å.

---

No. 3
Below is a molecular structure, Cl2H6LiO3 in a non-equilibrium geometry, with properties calculated with wB97M-V/def2-TZVPD.

Summary:
Orbital gap, hartree: 0.2314
Energy relative to the best compared isomer or geometry (same formula, charge and spin), kcal/mol: 114.5
Net charge: -1

The geometry in XYZ format:
```
12
Properties=species:S:1:pos:R:3:forces:R:3:mulliken_charge:R:1
Li -0.870 -0.299 -0.312 0.30 -2.79 -0.97 0.99
Cl -0.800 0.380 -1.933 0.74 2.76 -5.78 -0.85
Cl -2.214 -1.527 -0.210 -4.07 -3.63 0.78 -0.83
O 1.797 0.490 -0.613 2.36 0.66 0.35 -0.69
H 0.855 0.351 -0.712 -0.64 0.55 -0.96 0.28
H 2.074 0.866 -1.449 -0.14 0.08 -0.21 0.24
O -1.004 0.691 0.768 -0.86 5.36 5.13 -0.67
H -0.901 1.592 1.076 -0.07 0.35 -0.29 0.24
H -1.059 0.169 1.568 -0.83 -0.23 0.35 0.30
O 0.374 -1.064 0.480 2.10 -2.74 1.69 -0.67
H 1.241 -1.124 0.078 0.49 -0.23 -0.09 0.33
H 0.507 -0.524 1.259 0.62 -0.14 -0.02 0.33
```
Forces are in eV/Å.

---

Number 1: electronic energy -710.39270 Ha. Number 2: electronic energy -3663.38680 Ha. Number 3: electronic energy -1157.27418 Ha.